Entry 1:
# C27H27BrN6OSSc

C27H27BrN6OSSc as an isolated structure in a non-equilibrium geometry (wB97M-V/def2-TZVPD, OMol25).

Output
Strongest force on any atom ... 2.5 eV/A
Orbital gap (alpha / beta) ... 5.82 / 6.11 eV
LUMO (alpha / beta) ... -3.563 / -3.264 eV
Charge ... +1

Each line ends with the natural charge from an NBO analysis.
Element x y z (Å)
Sc 0.94162 -0.90271 -0.99505  1.775
C 0.60815 -2.58178 -3.52390  -0.434
N 1.58265 -2.41484 -2.44877  -0.526
C 1.71188 -3.67486 -1.75039  -0.417
C 2.87176 -1.77846 -2.91686  -0.257
C 2.72211 -0.26967 -3.06765  -0.068
C 3.79429 0.50342 -3.48311  -0.218
C 3.55319 1.85358 -3.84106  -0.204
C 2.25584 2.37677 -3.78354  -0.225
C 1.20859 1.64763 -3.24660  -0.220
C 1.47960 0.34707 -2.73913  -0.554
H 0.89446 -3.36991 -4.21275  0.196
H 0.47765 -1.64596 -4.07889  0.235
H -0.36667 -2.86866 -3.08547  0.248
H 2.33614 -4.32518 -2.32898  0.209
H 0.75377 -4.21563 -1.70748  0.242
H 2.17134 -3.52349 -0.75790  0.206
H 3.15752 -2.19299 -3.90735  0.225
H 3.65202 -2.01384 -2.13866  0.238
H 4.75902 -0.00506 -3.75554  0.224
H 4.38604 2.49095 -4.11431  0.223
H 2.04833 3.38373 -4.13676  0.223
H 0.25190 2.13244 -3.03430  0.218
Br -5.43971 4.48315 1.64604  0.065
C -5.72204 2.76862 2.46406  -0.058
C -5.46425 2.63868 3.86038  -0.241
C -5.28380 1.37633 4.38729  -0.182
C -5.31909 0.27432 3.45959  0.095
C -5.90352 0.40006 2.18126  -0.213
C -6.09319 1.67495 1.69727  -0.243
N -4.55257 -0.79156 3.85537  -0.187
N -4.37176 -1.63118 2.87286  -0.191
C -3.25913 -1.98018 2.18281  0.177
C -3.42437 -2.95925 1.21668  -0.163
C -2.53218 -3.10989 0.16263  -0.257
C -1.53157 -2.10885 -0.02844  0.333
O -0.78161 -2.01759 -1.12389  -0.825
C -1.26778 -1.16656 1.00890  0.130
N -0.15262 -0.34709 0.88289  -0.601
C 0.18254 0.36850 2.00120  0.087
C -0.49501 0.30248 3.19259  -0.268
C -1.66899 -0.43067 3.25767  -0.084
C -2.03421 -1.20442 2.18907  -0.124
H -5.34284 3.58095 4.40418  0.239
H -4.87884 1.18880 5.39021  0.239
H -6.00692 -0.51172 1.56647  0.245
H -6.31040 1.78765 0.63802  0.236
H -4.29350 -3.60469 1.29187  0.239
H -2.65596 -3.73600 -0.71356  0.238
H 1.08106 1.00234 1.82494  0.200
H -0.22527 0.96212 4.03759  0.242
H -2.21529 -0.48229 4.21566  0.262
S 3.29912 -0.92544 0.31438  -0.274
C 3.65280 0.77901 0.34320  0.379
N 4.78467 1.22896 0.93231  -0.568
C 4.97388 2.65929 0.76273  -0.226
C 3.64671 3.09035 0.11594  -0.227
N 2.96026 1.80334 -0.16644  -0.575
H 5.45945 0.61101 1.36196  0.439
H 5.81823 2.83561 0.09619  0.212
H 5.16996 3.15309 1.72348  0.223
H 3.82723 3.68982 -0.77609  0.236
H 3.07625 3.66179 0.91063  0.214
H 2.04310 1.73353 -0.58543  0.437

Entry 2:
# C27H27ClFMnNO9P

C27H27ClFMnNO9P as an isolated structure in a non-equilibrium geometry (wB97M-V/def2-TZVPD, OMol25).

Output
Strongest force on any atom ... 9.1 eV/A
Orbital gap (alpha / beta) ... 4.61 / 5.69 eV
LUMO (alpha / beta) ... -6.168 / -5.082 eV
Charge ... +1
Expectation value of S² ... 9.103
2S+1 ... 6

Each line ends with the natural charge from an NBO analysis.
Element x y z (Å)
C -3.89887 -0.13800 -5.77993  -0.426
C -2.59122 0.45439 -5.28608  -0.205
C -2.27107 0.25035 -3.69167  -0.509
C -0.69969 -0.03890 -3.32648  0.023
C 0.21014 -1.10423 -4.24028  0.364
O -0.30666 -1.80929 -5.43643  -0.528
C -1.28552 -2.84793 -5.08094  -0.112
C -0.56843 -4.14913 -4.34824  0.067
C -1.82888 -5.04297 -3.71018  -0.651
O 0.04798 -5.02691 -5.39707  -0.747
C 1.80152 -1.44565 -3.85449  -0.164
C 2.68467 -2.51139 -4.78907  0.700
O 3.06261 -3.73452 -4.36660  -0.545
O 3.00809 -2.02704 -6.17209  -0.144
C 2.53575 -0.74977 -2.55771  0.034
Cl 4.28438 -1.25112 -2.20115  0.065
C 1.63994 0.33353 -1.69350  -0.112
C 0.04811 0.71020 -2.04259  -0.070
C -0.65257 1.81823 -1.05859  0.508
O -1.57976 2.72171 -1.40993  -0.506
C -0.15366 1.89959 0.53582  -0.064
C -1.16787 2.38641 1.77037  -0.216
C -0.66476 2.51259 3.32635  0.112
N -1.48587 2.98221 4.50676  -0.500
C -2.65255 2.27293 4.65062  0.411
C -2.77878 0.64357 4.83855  -0.680
C -4.09412 3.11847 4.69291  -0.699
C 0.92870 2.13136 3.65899  -0.001
C 1.45910 2.29896 5.20187  -0.501
C 2.26878 3.69971 5.49967  0.034
F 2.62505 4.48014 4.29108  -0.369
C 1.98852 1.62958 2.46995  0.070
C 3.56590 1.29513 2.85873  -0.806
P 3.82660 -0.60229 2.68508  2.198
O 2.36674 -1.25647 2.71866  -1.108
O 4.67322 -1.16395 4.10395  -0.982
O 4.67464 -1.06931 1.23729  -0.956
C 1.42464 1.52364 0.92451  -0.071
C 2.36573 1.08117 -0.38514  0.515
O 3.66751 1.37841 -0.35845  -0.509
H -4.74031 -0.41695 -4.98073  0.206
H -4.09646 -0.39145 -6.92628  0.236
H -1.89466 0.97051 -6.07334  0.245
H -2.87420 -0.72167 -3.35028  0.239
H -2.76189 1.14556 -3.12044  0.279
H -2.22601 -2.46098 -4.49321  0.195
H -1.70811 -3.26890 -6.11513  0.237
H 0.21163 -3.82282 -3.53933  0.197
H -1.45181 -5.86500 -2.96650  0.235
H -2.40439 -5.48233 -4.63831  0.233
H -2.57760 -4.26518 -3.20274  0.198
H 1.01769 -5.18715 -5.17891  0.494
H -2.28698 2.67097 1.48772  0.260
H -3.29686 0.47949 5.90137  0.241
H -3.45717 0.17314 4.00888  0.317
H -1.71319 0.12871 4.93526  0.063
H -4.00984 4.18750 4.22197  0.283
H -4.97506 2.47200 4.27312  0.249
H -4.33529 3.28787 5.84939  0.253
H 0.57033 2.13822 5.94665  0.210
H 2.22865 1.41465 5.39419  0.232
H 3.27026 3.42660 6.05991  0.190
H 1.66082 4.40922 6.23822  0.200
H 4.31620 1.87615 2.13841  0.320
H 3.85987 1.62360 3.95103  0.278
H 4.22734 -1.98173 4.49879  0.523
H 4.15644 -1.77403 0.73321  0.531
Mn -1.18746 -0.41939 6.16252  0.939

Entry 3:
# C27H27ClNO8S3Sn

C27H27ClNO8S3Sn as an isolated structure in a non-equilibrium geometry (wB97M-V/def2-TZVPD, OMol25).

Output
Strongest force on any atom ... 3.2 eV/A
Orbital gap ... 5.96 eV
LUMO ... 2.165 eV
Charge ... -1

Each line ends with the natural charge from an NBO analysis.
Element x y z (Å)
Sn -0.02296 0.67735 -0.51759  1.198
O -0.16633 -0.06246 2.19907  -1.004
S -0.22784 -1.00718 3.35570  1.277
C 1.43592 -1.54421 3.75333  -0.626
C 2.53308 -0.50331 3.78827  -0.406
C 2.99053 0.00130 2.42263  -0.416
C 3.43550 -1.16387 1.55229  -0.638
S 4.25052 -0.61483 0.04253  1.268
O 3.22961 0.00042 -0.84625  -0.970
C 4.54257 -2.27625 -0.55422  -0.294
C 3.46020 -3.07946 -0.89258  -0.104
C 3.68832 -4.36615 -1.35301  -0.208
C 4.99164 -4.83124 -1.49623  -0.216
C 6.06834 -4.01443 -1.17636  -0.216
C 5.84470 -2.72711 -0.70203  -0.228
C -0.51699 0.05449 4.77270  -0.178
C -0.47710 1.42517 4.58127  -0.230
C -0.77751 2.26512 5.64693  -0.200
C -1.11603 1.73081 6.88242  -0.214
C -1.16409 0.35243 7.05954  -0.203
C -0.87312 -0.49196 5.99873  -0.254
H 1.63576 -2.33556 3.02751  0.270
H 1.30875 -2.01200 4.73522  0.224
H 3.38950 -0.97863 4.27997  0.203
H 2.24456 0.34199 4.41962  0.217
H 3.82415 0.68924 2.59196  0.200
H 2.20344 0.55072 1.90474  0.255
H 2.58523 -1.78403 1.25535  0.262
H 4.18734 -1.78399 2.05332  0.215
H 2.44422 -2.70691 -0.80714  0.209
H 2.83801 -4.99422 -1.58685  0.258
H 5.16958 -5.83181 -1.87088  0.202
H 7.08176 -4.37686 -1.29911  0.201
H 6.67499 -2.07557 -0.45279  0.211
H -0.23669 1.82191 3.60146  0.261
H -0.76111 3.33738 5.49994  0.224
H -1.36041 2.38880 7.70692  0.210
H -1.44251 -0.06345 8.01972  0.209
H -0.92812 -1.56865 6.12007  0.214
Cl -4.56271 1.54213 0.90118  -0.096
C -2.88508 1.49482 1.55866  -0.463
C -2.05218 2.62365 0.93933  0.774
O -2.07305 3.71270 1.48789  -0.657
O -1.38950 2.33128 -0.13515  -0.863
H -2.48663 0.51835 1.31892  0.243
H -2.96034 1.63881 2.63204  0.213
C -1.05961 1.79797 -3.39834  -0.746
C -0.81681 0.48399 -2.67473  0.186
O -1.06277 -0.57343 -3.21631  -0.612
H -1.42889 1.64061 -4.41476  0.202
H -0.13128 2.37891 -3.41413  0.216
H -1.77686 2.37770 -2.80953  0.243
O 1.34195 -4.26006 -1.20318  -0.957
S 0.65580 -3.66873 -0.08571  2.315
O 1.33198 -3.75339 1.19266  -0.976
N 0.18807 -2.15353 -0.36888  -0.890
C -1.12032 -1.99531 -0.18358  0.640
O -1.71387 -0.89665 -0.18771  -0.702
C -1.85784 -3.28405 0.04224  -0.043
C -3.21981 -3.48162 0.15443  -0.192
C -3.67653 -4.78989 0.27690  -0.204
C -2.78413 -5.86156 0.29164  -0.207
C -1.41193 -5.65159 0.20136  -0.180
C -0.98044 -4.34709 0.08164  -0.314
H -3.89530 -2.63533 0.13241  0.241
H -4.73976 -4.98174 0.34801  0.212
H -3.16748 -6.87176 0.36446  0.210
H -0.71064 -6.47590 0.21479  0.224